ORCA calculation (wB97M-V/def2-TZVPD) on a structure of composition C16H48ClO12Y.

* HOMO energy: -13.321 eV
* relative energy (zero: lowest compared OMol25 entry of this formula, charge and spin): 221.45 kJ/mol
* DFT total energy: -2038.896550 Ha
* lowest unoccupied orbital energy: -0.347 hartree
* HOMO-LUMO gap: 0.14245 Eh

The geometry in ORCA input format:
```
! RIJCOSX wB97M-V def2-TZVPD def2/J DEFGRID3
* xyz 2 1
Y 3.91050 1.67365 -0.96666
Cl 0.15810 0.75995 -0.76170
O -0.23196 1.97422 -0.11695
O 1.60435 0.94086 -1.14152
O 0.04034 -0.31855 0.16927
O -0.62430 0.52168 -1.90940
C -4.26075 -3.46638 -1.68317
C -2.99359 -2.71687 -1.35419
O -2.94760 -1.51154 -2.11267
H -5.12055 -2.85434 -1.39218
H -4.35885 -4.35221 -1.05396
H -4.37322 -3.70832 -2.73700
H -2.14868 -3.38383 -1.56772
H -3.00580 -2.46058 -0.28823
H -2.24992 -0.97180 -1.73365
C 1.51082 1.12125 2.80048
C 2.77406 1.80840 2.32185
O 3.51748 0.98113 1.34316
H 0.60209 1.59117 2.42908
H 1.48927 1.15480 3.88821
H 1.46272 0.07897 2.48196
H 3.45855 1.98488 3.15264
H 2.59664 2.79283 1.90406
H 3.74346 0.13951 1.75797
C 4.06872 -2.69449 -2.36411
C 3.22453 -1.72710 -1.55289
O 4.06790 -0.66352 -0.93255
H 4.43461 -2.20660 -3.26490
H 3.44746 -3.54838 -2.63231
H 4.85988 -3.10602 -1.73141
H 2.72852 -2.28497 -0.75317
H 2.42556 -1.34917 -2.18575
H 4.63624 -1.21185 -0.37176
C -3.49376 1.17011 0.91931
C -3.95988 1.35443 2.34333
O -4.14795 2.74827 2.62355
H -2.72600 1.90313 0.66172
H -4.30129 1.37878 0.20948
H -3.11918 0.17265 0.67830
H -3.18527 1.06413 3.05030
H -4.92651 0.89089 2.54147
H -4.70207 3.14727 1.94578
C -0.58321 -3.13868 4.63477
C -0.27243 -2.22299 3.47200
O -1.22880 -2.27145 2.41982
H -1.63042 -3.09187 4.92259
H 0.02265 -2.83331 5.48850
H -0.27593 -4.15053 4.37380
H 0.72410 -2.50220 3.08446
H -0.21445 -1.17030 3.78633
H -1.01781 -1.64206 1.72351
C 1.29019 -5.84706 0.07358
C 0.78647 -4.66343 0.87056
O 0.84742 -3.48696 0.06140
H 1.01441 -6.73679 0.64700
H 2.37418 -5.82592 -0.00987
H 0.72502 -5.94803 -0.85031
H 1.34072 -4.56780 1.81037
H -0.27051 -4.78809 1.12138
H 0.55977 -2.69622 0.52660
C -2.38680 4.57744 -3.02401
C -1.37049 3.52570 -3.39032
O -0.21159 4.12662 -3.99148
H -1.96408 5.39006 -2.43150
H -3.26947 4.14817 -2.54760
H -2.80902 5.05629 -3.91583
H -1.77522 2.86085 -4.15419
H -1.09562 2.99227 -2.48452
H -0.50866 4.81115 -4.59978
C 1.81832 5.51539 -1.71018
C 1.63988 4.27942 -0.89066
O 2.90285 3.73376 -0.31168
H 2.61290 5.41735 -2.45474
H 2.02486 6.41691 -1.12854
H 0.90916 5.70044 -2.28223
H 1.31982 3.48541 -1.57118
H 0.82527 4.32574 -0.17108
H 3.26184 4.40426 0.28897
*
```

---

ORCA calculation (wB97M-V/def2-TZVPD) on a cluster of 8 separate species, C16H48N4O8 in total.

* HOMO energy: -8.549 eV
* structure (SMILES): NC(N)=O.NC(N)=O.CC(C)O.CC(C)O.CC(C)O.CC(C)O.CO.CO
* relative energy (zero: lowest compared OMol25 entry of this formula, charge and spin): 41.77 kJ/mol
* DFT total energy: -1459.148451 Ha
* lowest unoccupied orbital energy: 0.010 hartree
* HOMO-LUMO gap: 0.32378 Eh

The geometry in ORCA input format:
```
! RIJCOSX wB97M-V def2-TZVPD def2/J DEFGRID3
* xyz 0 1
C 2.56509 1.82824 -3.05132
O 2.96709 1.26924 -1.79332
H 2.43309 0.98824 -3.82032
H 3.31409 2.39424 -3.54832
H 1.67709 2.47024 -3.06532
H 3.78909 0.91924 -1.99132
C 1.25509 -1.96376 -3.73732
O 2.36109 -2.58976 -3.28332
H 0.68709 -2.70276 -4.36032
H 1.56009 -1.21676 -4.36632
H 0.64509 -1.62476 -2.89932
H 2.71509 -2.99876 -4.11332
C -0.71791 0.88124 2.56068
O -1.59791 -0.14276 2.45868
N -0.51591 1.55124 3.68668
N -0.02191 1.31124 1.56768
H -1.12891 1.40624 4.50068
H 0.11009 2.32024 3.78868
H -0.10591 0.96824 0.56968
H 0.42109 2.23124 1.68968
C -0.73691 1.09824 -1.40732
O -0.71991 2.16024 -2.37632
N -1.80491 0.70124 -0.75732
N 0.30509 0.33124 -1.05832
H -2.66991 1.15624 -1.02332
H -1.84991 -0.11276 -0.13832
H 1.22809 0.62024 -1.42732
H 0.21609 -0.61576 -0.63732
C -4.67891 -1.02276 1.74668
C -4.59491 0.41724 2.17368
C -5.97591 1.09524 2.29768
O -3.95491 0.67124 3.18668
H -5.09391 -1.00276 0.75368
H -5.31991 -1.63076 2.38868
H -3.75891 -1.60476 1.82368
H -4.07091 1.00424 1.41268
H -6.60291 0.78324 1.42068
H -5.84691 2.18524 2.39968
H -6.49091 0.74924 3.19768
H -3.06491 0.27924 3.12168
C -2.05691 -2.25776 -1.64032
C -1.34491 -2.76276 -0.35632
C -0.59691 -4.04076 -0.59632
O -0.46091 -2.05076 0.16668
H -2.86591 -1.57676 -1.36332
H -2.51091 -3.14176 -2.05432
H -1.37291 -1.73276 -2.33732
H -2.14591 -3.01576 0.43868
H -1.25191 -4.78276 -1.11532
H -0.25191 -4.41276 0.37268
H 0.33209 -3.81476 -1.17132
H -0.25791 -2.42376 1.00868
C 2.96109 -3.33376 -0.22132
C 2.84009 -1.89276 -0.44332
C 2.79709 -1.01076 0.83368
O 3.74309 -1.53976 -1.17132
H 3.93009 -3.56976 0.27368
H 2.79109 -3.97976 -1.04532
H 2.17009 -3.57076 0.46768
H 1.93609 -1.71976 -1.06832
H 3.77809 -1.05076 1.31168
H 2.09109 -1.40376 1.52068
H 2.41809 -0.02676 0.64468
H 3.49709 -1.84076 -2.04932
C 2.84109 2.86624 1.31868
C 1.92009 4.08724 1.46168
C 1.45709 4.51124 0.04568
O 0.87809 3.79024 2.13568
H 3.80509 3.18824 0.92868
H 2.51809 2.11324 0.59668
H 2.87009 2.36224 2.28068
H 2.44309 4.93824 1.97068
H 2.18709 4.98324 -0.58832
H 0.66409 5.23924 0.09768
H 1.00409 3.73224 -0.55232
H 0.31809 4.57824 2.00868
*
```

---

ORCA calculation (wB97M-V/def2-TZVPD) on a structure of composition C16H48O8PtS8.

* HOMO energy (alpha / beta): -12.131 / -11.942 eV
* relative energy (zero: lowest compared OMol25 entry of this formula, charge and spin): 278.80 kJ/mol
* DFT total energy: -4544.195549 Ha
* lowest unoccupied orbital energy (alpha / beta): -0.137 / -0.150 hartree
* HOMO-LUMO gap (alpha / beta): 0.30877 / 0.28882 Eh

The geometry in ORCA input format:
```
! RIJCOSX wB97M-V def2-TZVPD def2/J DEFGRID3
* xyz 2 3
Pt 0.14876 0.07606 -0.05038
C -3.19480 -3.43831 -0.69906
S -3.22813 -1.61529 -0.37835
O -1.92744 -0.87206 -0.67096
C -4.62198 -1.06306 -1.51693
H -2.47397 -3.92796 -0.04428
H -2.96803 -3.51660 -1.76233
H -4.14486 -3.93880 -0.51199
H -4.43247 -1.17187 -2.58480
H -5.09902 -0.11808 -1.25704
H -5.35461 -1.86463 -1.42286
C -1.67268 3.64491 1.81180
S -2.24635 2.80346 0.24736
O -1.39265 1.59816 0.05435
C -3.83521 2.24405 1.02049
H -0.95508 4.42387 1.55418
H -1.11687 2.90978 2.39383
H -2.47844 3.94668 2.48098
H -4.33061 3.18330 1.26642
H -3.63429 1.59570 1.87336
H -4.58645 1.79196 0.37292
C 1.46417 3.00025 3.38044
S 1.99901 1.43967 2.55272
O 0.89227 1.24408 1.55510
C 3.31283 2.34407 1.69545
H 1.02672 3.71315 2.68150
H 2.28448 3.48439 3.91034
H 0.69409 2.74026 4.10672
H 4.02073 2.58337 2.48900
H 2.90045 3.19415 1.15193
H 3.73061 1.63685 0.97893
C -0.91363 -0.32265 4.57374
S -1.85636 -0.47685 2.99649
O -0.95141 -0.36608 1.76714
C -2.54181 -2.19233 3.17999
H -0.43287 0.65049 4.67356
H -0.13740 -1.07384 4.71964
H -1.70535 -0.55772 5.28510
H -2.46509 -2.57106 2.16078
H -3.60709 -2.12258 3.40005
H -1.93264 -2.86797 3.78042
C 1.87041 -2.76021 2.27558
S 0.35856 -3.10984 1.26704
O 0.32959 -1.97374 0.26061
C 0.93624 -4.67699 0.53644
H 1.50065 -1.91206 2.85179
H 2.68568 -2.24733 1.76530
H 2.30418 -3.53015 2.91365
H 0.82099 -5.46747 1.27803
H 2.00261 -4.61885 0.31832
H 0.33415 -5.00044 -0.31266
C 2.30568 4.30545 -1.67268
S 1.25252 3.00196 -2.39512
O 1.18997 2.00810 -1.28378
C 2.38972 2.52961 -3.75616
H 1.79375 4.65994 -0.77805
H 2.33262 5.23083 -2.24805
H 3.28866 3.88986 -1.45102
H 2.55446 3.42854 -4.35019
H 2.05301 1.73972 -4.42758
H 3.38568 2.23420 -3.42614
C 2.91589 -1.89614 -2.59233
S 3.34684 -0.61777 -1.36645
O 2.25967 -0.52086 -0.30112
C 4.76855 -1.51035 -0.62670
H 2.03883 -1.63227 -3.18329
H 2.59596 -2.76554 -2.01798
H 3.69953 -2.15730 -3.30353
H 4.75107 -2.60013 -0.61392
H 4.89344 -1.21368 0.41469
H 5.72159 -1.19717 -1.05301
C -1.84041 1.17994 -3.45365
S -0.44065 -0.05556 -3.57062
O 0.04684 -0.20655 -2.07825
C -1.45375 -1.50663 -4.01426
H -2.15279 1.42919 -4.46775
H -1.61227 2.15128 -3.01485
H -2.62019 0.74566 -2.82800
H -1.03162 -1.91775 -4.93126
H -2.49030 -1.27355 -4.25786
H -1.32188 -2.33709 -3.32068
*
```

---

Among the records above, which one has the lowest DFT total energy?
C16H48O8PtS8